--- i ---
25
Properties=species:S:1:pos:R:3 method="wB97M-V/def2-TZVPD" e_homo_ev=-8.1 charge=0 e_lumo_ev=-4.550
C -0.16 2.22 0.91
C 0.79 1.02 1.00
C 1.25 0.61 -0.39
C 0.00 0.37 -1.32
C -1.19 -0.37 -0.55
N -2.34 0.54 -0.20
H -1.16 1.69 0.57
H -0.35 2.71 1.86
H 0.15 3.02 0.14
H 0.29 0.17 1.46
H 1.54 1.36 1.75
H 1.85 1.32 -0.93
H 1.71 -0.28 -0.11
H -0.42 1.31 -1.56
H 0.27 -0.10 -2.29
H -1.63 -1.19 -1.13
H -0.72 -0.71 0.42
H -4.30 1.95 -2.47
H -2.53 0.27 0.71
H -4.46 2.48 -1.99
H 2.35 -2.09 1.82
O 1.52 -1.65 1.47
H 1.03 -2.25 0.35
H 0.69 -3.43 -0.91
O 0.72 -2.50 -0.74

=====

--- ii ---
25
Properties=species:S:1:pos:R:3 method="wB97M-V/def2-TZVPD" e_homo_ev=-8.9 smiles=CCCNCC.O.O charge=0 e_lumo_ev=0.603
C 2.41 -0.97 -0.10
C 1.70 -0.43 -1.35
C 0.21 -0.79 -1.37
N -0.52 0.04 -0.42
C -1.58 -0.63 0.32
C -1.49 -0.43 1.84
H 1.72 -1.29 0.68
H 3.10 -1.79 -0.33
H 3.01 -0.20 0.39
H 2.21 -0.80 -2.24
H 1.79 0.65 -1.33
H -0.20 -0.61 -2.37
H 0.10 -1.85 -1.14
H 0.06 0.60 0.19
H -1.50 -1.72 0.20
H -2.58 -0.36 -0.03
H -2.04 -1.21 2.38
H -1.94 0.50 2.19
H -0.45 -0.36 2.17
O -2.53 1.85 -1.71
H -1.90 1.33 -1.18
H -3.40 1.48 -1.51
O 0.98 2.15 1.75
H 0.95 3.00 1.29
H 1.90 1.85 1.66

=====

--- iii ---
25
Properties=species:S:1:pos:R:3 method="wB97M-V/def2-TZVPD" e_homo_ev=-8.9 smiles=CCC[C@@H](C)N.O.O charge=0 e_lumo_ev=0.782
C 1.94 0.86 -1.97
C 2.27 0.11 -0.66
C 1.17 -0.07 0.38
C 0.03 -1.03 -0.09
C -0.51 -2.01 0.98
N -1.14 -0.38 -0.75
H 2.85 1.27 -2.33
H 1.34 1.77 -1.74
H 1.41 0.22 -2.65
H 2.57 -0.93 -0.96
H 3.22 0.41 -0.20
H 1.49 -0.58 1.34
H 0.74 0.81 0.84
H 0.44 -1.62 -0.98
H -0.07 -1.70 1.94
H -0.63 -3.02 0.62
H -1.66 -1.87 1.18
H -1.53 0.30 -0.09
H -0.89 0.08 -1.64
O 2.29 2.71 4.71
H 3.22 2.70 4.48
H 2.18 2.03 5.38
O -5.37 -0.55 -3.03
H -4.99 -0.94 -2.24
H -6.28 -0.86 -2.99

=====

It is i that is the least stable of them.

=====

--- i ---
11
Properties=species:S:1:pos:R:3 method="wB97M-V/def2-TZVPD" e_homo_ev=-9.1 smiles="C=O.CSS" charge=0 e_lumo_ev=0.375
C -1.66 1.76 0.04
O -0.72 2.36 0.58
H -2.45 1.34 0.82
H -1.81 1.52 -1.07
C 1.84 0.40 -0.04
S 0.47 -0.51 -0.97
S -0.21 -1.71 0.62
H 2.71 -0.10 -0.29
H 1.76 1.40 -0.42
H 1.61 0.21 1.03
H -1.19 -0.76 0.84

=====

--- ii ---
11
Properties=species:S:1:pos:R:3 method="wB97M-V/def2-TZVPD" e_homo_ev=-8.8 smiles="C=CO.SS" charge=0 e_lumo_ev=0.264
C 0.77 0.98 -1.53
C 1.68 0.69 -0.62
O 2.61 -0.30 -0.78
H 0.01 1.72 -1.70
H 0.91 0.35 -2.44
H 1.70 1.04 0.41
H 2.70 -0.48 -1.73
S -1.64 0.67 0.68
S -0.86 -1.29 0.90
H -2.76 0.17 0.13
H 0.31 -1.07 0.32

=====

--- iii ---
11
Properties=species:S:1:pos:R:3 method="wB97M-V/def2-TZVPD" e_homo_ev="-9.3 / -9.1" charge=0 e_lumo_ev="-1.402 / -1.871"
C -1.14 -0.04 0.24
C 0.01 0.24 -0.71
O 4.71 -0.40 -0.48
S 3.38 -0.21 0.16
S 1.19 1.39 0.02
H -0.79 -0.56 1.13
H -1.61 0.89 0.55
H -1.89 -0.65 -0.25
H -0.35 0.68 -1.64
H 0.55 -0.68 -0.94
H 3.67 0.66 1.23

=====

It is iii that is the least stable of them.

=====

--- i ---
12
Properties=species:S:1:pos:R:3 method="wB97M-V/def2-TZVPD" e_homo_ev="-8.4 / -8.4" charge=0 e_lumo_ev="-1.515 / -1.515"
O -2.20 0.62 -0.50
C -1.49 0.12 0.47
C -0.14 0.36 0.64
N 0.49 0.98 -0.40
N 1.69 0.55 -0.21
C 1.91 -0.34 0.90
N 0.67 -0.40 1.43
H -1.63 1.20 -1.04
H -0.15 -1.54 -0.92
H -2.00 -0.60 1.09
H 2.39 0.80 -0.90
H 0.46 -1.76 -0.55

=====

--- ii ---
12
Properties=species:S:1:pos:R:3 method="wB97M-V/def2-TZVPD" e_homo_ev=-7.9 smiles="Nc1c[nH]c(=O)[nH]1" charge=0 e_lumo_ev=0.711
N -1.10 -0.40 1.66
C -0.35 -0.26 0.50
C -0.42 -0.89 -0.68
N 0.54 -0.29 -1.55
C 1.11 0.81 -0.88
O 1.80 1.69 -1.33
N 0.68 0.68 0.44
H -1.14 0.45 2.22
H -2.04 -0.71 1.46
H -1.20 -1.51 -1.08
H 1.25 -0.90 -1.93
H 0.91 1.36 1.14

=====

It is i that is the least stable of them.

=====

--- i ---
12
Properties=species:S:1:pos:R:3 method="wB97M-V/def2-TZVPD" e_homo_ev=-8.9 charge=0 e_lumo_ev=0.862
O -1.79 0.08 -1.00
C -1.68 0.26 0.38
C -0.32 0.64 0.84
N 0.78 0.97 0.58
N 2.03 0.98 0.38
C 1.44 -1.54 -0.60
N 0.39 -2.00 -0.77
H -1.27 -0.71 -1.24
H -1.98 -0.62 0.95
H -2.35 1.07 0.66
H 2.36 1.93 0.26
H 2.39 -1.06 -0.43

=====

--- ii ---
12
Properties=species:S:1:pos:R:3 method="wB97M-V/def2-TZVPD" e_homo_ev=-8.0 smiles=Nc1c[nH]c(O)n1 charge=0 e_lumo_ev=0.664
N -1.53 -1.13 -1.35
C -0.64 -0.44 -0.51
C -0.77 -0.11 0.81
N 0.37 0.55 1.19
C 1.21 0.64 0.14
O 2.33 1.33 0.68
N 0.57 -0.02 -1.03
H -2.19 -0.64 -1.92
H -1.48 -2.12 -1.46
H -1.55 -0.28 1.53
H 0.56 0.92 2.11
H 3.09 1.53 0.12

=====

It is i that is the least stable of them.

=====

--- i ---
12
Properties=species:S:1:pos:R:3 method="wB97M-V/def2-TZVPD" e_homo_ev=-7.7 smiles="N/C(=N/[O-])C1=C[NH2+]1" charge=0 e_lumo_ev=0.328
N 0.51 -1.03 -1.48
C 0.86 -0.21 -0.37
N 2.16 0.05 -0.04
O 2.31 0.77 0.97
C -0.14 0.35 0.41
C -0.78 1.03 1.32
N -1.62 0.22 0.38
H 0.80 -0.60 -2.36
H 1.00 -1.92 -1.42
H -0.96 1.36 2.32
H -2.00 -0.70 0.63
H -2.15 0.68 -0.36

=====

--- ii ---
12
Properties=species:S:1:pos:R:3 method="wB97M-V/def2-TZVPD" e_homo_ev="-10.6 / -9.4" charge=0 e_lumo_ev="-1.068 / -1.856"
C 0.37 -0.10 1.29
C 0.43 0.67 -0.91
C -0.53 -0.62 -0.77
N 1.38 -0.75 0.68
N 1.11 0.64 0.35
N -0.15 -1.12 0.52
O 0.11 0.13 4.30
H 1.33 0.64 -1.56
H 0.03 1.63 -0.91
H -1.57 -0.52 -0.65
H -0.20 -1.35 -1.58
H -0.31 -0.43 4.95

=====

It is ii that is the least stable of them.

=====

--- i ---
12
Properties=species:S:1:pos:R:3 method="wB97M-V/def2-TZVPD" e_homo_ev=-9.6 smiles=[O-][C@]12N3CCN1[N@@H+]32 charge=0 e_lumo_ev=0.828
O -3.29 0.02 -0.53
C -2.05 -0.02 -0.13
N -1.19 -1.01 0.39
C 0.15 -0.77 -0.28
C 0.14 0.70 -0.47
N -1.13 1.08 0.17
N -1.34 0.16 1.25
H -0.06 -1.46 -1.10
H 1.10 -1.03 0.18
H 1.03 1.21 0.10
H 0.23 0.91 -1.49
H -1.98 0.42 1.96

=====

--- ii ---
12
Properties=species:S:1:pos:R:3 method="wB97M-V/def2-TZVPD" e_homo_ev=-8.8 smiles="Cc1n[nH]c(=O)[nH]1" charge=0 e_lumo_ev=0.762
C 1.91 -0.02 0.09
C 0.43 -0.15 0.12
N -0.23 -0.98 0.87
N -1.55 -0.74 0.57
C -1.74 0.26 -0.35
O -2.76 0.72 -0.81
N -0.43 0.62 -0.64
H 2.26 0.29 -0.90
H 2.36 -0.98 0.36
H 2.24 0.73 0.82
H -2.29 -1.12 1.15
H -0.19 1.37 -1.27

=====

It is i that is the least stable of them.